Entry from the OMol25 dataset: 2 unconnected molecules or ions with the total composition C2HNO2 at a distorted geometry (ωB97M-V with the def2-TZVPD basis set).

molar mass	71.03	g mol⁻¹
charge	0
maximum force	1.5	eV Å⁻¹
HOMO energy	-10.9	eV
E_LUMO	0.0275	Eh
ΔE to the lowest compared entry with this formula, charge and spin	56.0	kJ/mol

```
6
Properties=species:S:1:pos:R:3:lowdin_charge:R:1
C -0.77 1.44 -0.01 -0.43
C -1.94 -1.17 0.36 -0.03
N -0.30 0.37 -0.24 0.14
O -1.39 2.41 0.09 0.18
O -2.89 -0.90 -0.20 0.04
H 0.52 -0.14 -0.01 0.09
```


Entry from the OMol25 dataset: C6H9NO in the gas phase at a distorted geometry (ωB97M-V with the def2-TZVPD basis set).

molar mass	111.14	g mol⁻¹
charge	0
maximum force	6.8	eV Å⁻¹
HOMO energy	-9.0	eV
E_LUMO	0.0335	Eh
ΔE to the lowest compared entry with this formula, charge and spin	279.2	kJ/mol
SMILES	C=C[C@@H]1C[C@H]1C(N)=O

```
17
Properties=species:S:1:pos:R:3:lowdin_charge:R:1
C 0.48 -0.58 0.44 -0.21
C -0.43 -0.25 -0.61 -0.17
C -0.03 -1.69 -0.43 -0.08
C -1.98 -0.05 0.28 -0.43
N -2.53 1.18 0.12 0.14
C 1.96 0.04 -0.23 -0.09
C 2.58 1.04 0.36 -0.04
O -2.55 -0.92 0.89 0.04
H 0.40 -0.40 1.50 0.13
H -0.38 0.42 -1.46 0.12
H -2.05 1.92 -0.36 0.09
H -3.47 1.36 0.45 0.11
H -0.79 -2.35 -0.03 0.10
H 0.65 -2.14 -1.13 0.10
H 2.39 -0.46 -1.10 0.09
H 2.14 1.54 1.22 0.05
H 3.59 1.34 0.11 0.05
```


Entry from the OMol25 dataset: a molecular structure, C22H37CeN5O3S2Si at a distorted geometry (ωB97M-V with the def2-TZVPD basis set).

molar mass	651.91	g mol⁻¹
charge	+1
maximum force	2.1	eV Å⁻¹
HOMO energy (spin up / spin down)	-10.7 / -10.7	eV
E_LUMO (spin up / spin down)	-0.0859 / -0.0853	Eh
2S+1	2
ΔE to the lowest compared entry with this formula, charge and spin	32.2	kJ/mol
expectation value of S²	0.7507

```
71
Properties=species:S:1:pos:R:3:lowdin_charge:R:1
Ce 0.16 -0.51 0.41 0.97
C -1.80 -3.18 1.97 -0.15
C -1.72 -3.77 0.56 -0.17
N -1.28 -2.76 -0.40 -0.13
C -0.52 -3.35 -1.51 -0.27
C 0.85 -3.90 -1.08 -0.39
S 1.79 -2.96 0.18 0.91
C 1.34 -3.77 1.78 -0.38
C 0.54 -2.92 2.77 -0.23
N -0.66 -2.28 2.22 -0.15
H -1.83 -3.99 2.70 0.13
H -2.71 -2.60 2.08 0.13
H -2.69 -4.20 0.29 0.14
H -1.00 -4.59 0.55 0.10
H -2.10 -2.30 -0.79 0.13
H -0.37 -2.57 -2.25 0.05
H -1.07 -4.18 -1.98 0.13
H 1.51 -3.91 -1.95 0.09
H 0.78 -4.93 -0.71 0.08
H 2.30 -4.01 2.24 0.08
H 0.84 -4.70 1.54 0.08
H 1.18 -2.13 3.17 0.12
H 0.28 -3.59 3.60 0.13
H -0.99 -1.60 2.92 0.08
C 0.15 2.37 -5.67 -0.17
Si -0.92 0.92 -5.14 0.54
C -2.61 0.82 -5.98 -0.17
C -0.06 -0.70 -5.55 -0.20
C -1.34 1.30 -3.31 -0.23
C -2.32 2.25 -3.07 -0.06
C -2.76 2.56 -1.79 -0.04
C -2.23 1.85 -0.74 -0.12
N -1.25 0.94 -0.91 -0.14
C -0.76 0.71 -2.16 -0.68
S 0.67 -0.28 -2.24 0.68
H 0.40 2.31 -6.74 0.03
H 1.09 2.35 -5.11 0.04
H -0.33 3.33 -5.49 0.03
H -2.48 0.69 -7.06 0.04
H -3.24 1.70 -5.83 0.02
H -3.16 -0.05 -5.61 0.04
H 0.02 -0.76 -6.64 0.04
H -0.63 -1.57 -5.21 0.03
H 0.94 -0.76 -5.13 0.00
H -2.76 2.77 -3.92 0.11
H -3.51 3.31 -1.61 0.11
H -2.58 1.99 0.27 0.12
C 0.50 4.02 1.75 -0.05
C 1.87 3.61 2.28 -0.14
C 1.86 2.28 3.08 -0.30
C 3.30 1.89 3.48 -0.15
C 3.38 0.54 4.19 -0.06
C 1.04 2.49 4.34 -0.40
O 1.38 3.25 5.21 0.14
N -0.14 1.77 4.46 0.23
C -0.58 0.80 3.59 -0.49
O -1.54 0.10 3.84 0.08
N 0.12 0.63 2.42 0.02
C 1.30 1.21 2.18 -0.45
O 1.92 0.82 1.16 -0.08
H 0.58 4.98 1.24 0.09
H -0.23 4.13 2.55 0.09
H 0.12 3.29 1.03 0.07
H 2.26 4.38 2.95 0.13
H 2.57 3.50 1.45 0.13
H 3.68 2.67 4.14 0.13
H 3.91 1.87 2.58 0.13
H 2.75 0.52 5.08 0.09
H 4.40 0.33 4.50 0.09
H 3.06 -0.27 3.52 0.07
H -0.67 1.90 5.31 0.18
```


Entry from the OMol25 dataset: a molecular structure, C21H28N4NiO3 at a distorted geometry (ωB97M-V with the def2-TZVPD basis set).

molar mass	443.17	g mol⁻¹
charge	0
maximum force	2.7	eV Å⁻¹
HOMO energy (spin up / spin down)	-8.3 / -8.3	eV
E_LUMO (spin up / spin down)	-0.0278 / -0.0371	Eh
2S+1	3
ΔE to the lowest compared entry with this formula, charge and spin	0.0	kJ/mol
expectation value of S²	2.0081

```
57
Properties=species:S:1:pos:R:3:lowdin_charge:R:1
C 0.99 2.55 0.07 -0.16
C 3.63 0.25 -1.63 -0.22
H 1.00 2.97 -0.96 0.10
H 1.37 3.37 0.69 0.07
H -0.09 2.41 0.21 0.04
H 3.77 -0.87 -1.61 0.01
H 3.57 0.64 -2.68 0.00
H 4.60 0.65 -1.26 -0.01
C -0.63 0.31 -2.29 -0.09
C -1.62 -0.50 -2.84 -0.03
C -1.62 -1.86 -2.58 -0.04
C -0.63 -2.32 -1.73 -0.01
H -0.69 1.39 -2.38 0.08
H -2.40 -0.03 -3.43 0.12
H -2.36 -2.53 -3.00 0.11
H -0.60 -3.36 -1.42 0.10
N 0.43 -0.17 -1.60 0.11
C 0.38 -1.48 -1.24 -0.18
C 1.40 -1.97 -0.30 -0.17
N 2.21 -1.03 0.22 0.01
C 3.15 -1.35 1.13 -0.12
C 2.53 -3.66 1.04 -0.04
C 3.31 -2.65 1.59 -0.04
H 3.77 -0.52 1.48 0.12
H 4.06 -2.82 2.34 0.10
C 1.57 -3.32 0.08 0.01
H 1.00 -4.09 -0.41 0.10
H 2.69 -4.69 1.33 0.11
Ni 2.17 1.02 -0.67 0.58
C 1.28 1.38 1.29 -0.13
H 2.16 0.91 1.80 0.07
H 0.38 0.75 1.31 0.06
H 1.06 2.17 2.05 0.08
C -1.92 4.58 2.51 -0.08
C -3.18 3.72 2.53 -0.18
C -3.56 3.11 1.15 -0.29
C -4.84 2.24 1.22 -0.17
C -4.82 1.21 2.33 -0.10
C -3.83 4.26 0.16 -0.41
O -4.61 5.18 0.41 0.06
N -3.16 4.23 -1.02 0.19
C -2.23 3.28 -1.49 -0.54
O -1.64 3.52 -2.54 0.01
N -2.09 2.18 -0.69 0.13
C -2.44 2.18 0.61 -0.45
O -1.92 1.41 1.46 -0.01
H -1.04 3.96 2.32 0.06
H -1.80 5.06 3.48 0.08
H -1.99 5.36 1.74 0.08
H -3.06 2.88 3.23 0.11
H -4.04 4.32 2.86 0.13
H -5.72 2.90 1.33 0.12
H -4.93 1.74 0.24 0.13
H -5.06 1.67 3.30 0.08
H -5.56 0.44 2.11 0.07
H -3.82 0.75 2.38 0.07
H -3.34 4.99 -1.67 0.16
```


Entry from the OMol25 dataset: 10 unconnected molecules or ions with the total composition C32H59FNO9 (ωB97M-V with the def2-TZVPD basis set).

molar mass	620.82	g mol⁻¹
charge	+1
maximum force	0.6	eV Å⁻¹
HOMO energy	-10.3	eV
E_LUMO	-0.1710	Eh

```
102
Properties=species:S:1:pos:R:3:lowdin_charge:R:1
F -2.46 1.00 -6.75 0.15
C -2.30 1.03 -8.06 -0.20
C -2.35 2.26 -8.72 0.08
C -2.14 2.24 -10.07 0.00
N -1.90 1.08 -10.71 0.11
C -1.87 -0.11 -10.08 0.01
C -2.08 -0.17 -8.73 0.06
H -2.52 3.18 -8.18 0.15
H -2.15 3.13 -10.68 0.15
H -1.73 1.10 -11.71 0.18
H -1.66 -0.99 -10.68 0.15
H -2.07 -1.11 -8.20 0.14
C -2.54 -0.12 -4.00 -0.05
C -2.41 -1.09 -2.84 -0.49
O -2.74 -2.25 -2.98 0.06
C -1.84 -0.56 -1.55 -0.02
H -2.95 -0.67 -4.85 0.06
H -3.20 0.70 -3.73 0.06
H -1.56 0.29 -4.25 0.08
H -2.47 0.25 -1.18 0.07
H -0.84 -0.17 -1.72 0.08
H -1.78 -1.36 -0.82 0.08
C 1.64 -3.31 0.20 -0.02
C 1.57 -1.84 0.52 -0.49
O 0.57 -1.18 0.33 0.05
C 2.82 -1.24 1.12 -0.02
H 0.70 -3.64 -0.22 0.08
H 2.45 -3.50 -0.51 0.09
H 1.86 -3.85 1.12 0.06
H 3.66 -1.34 0.42 0.09
H 3.08 -1.77 2.03 0.08
H 2.67 -0.18 1.34 0.07
C 1.59 -1.10 -7.36 -0.02
C 1.47 -2.39 -6.57 -0.50
O 2.16 -3.34 -6.84 0.09
C 0.46 -2.40 -5.45 -0.01
H 2.35 -1.20 -8.13 0.08
H 0.63 -0.85 -7.83 0.05
H 1.86 -0.27 -6.70 0.09
H -0.54 -2.20 -5.83 0.07
H 0.70 -1.63 -4.71 0.09
H 0.47 -3.38 -4.96 0.09
C 3.54 3.77 0.69 -0.02
C 4.16 2.67 1.52 -0.50
O 4.57 1.65 1.01 0.06
C 4.22 2.88 3.01 -0.03
H 3.55 3.50 -0.36 0.08
H 2.51 3.95 1.02 0.08
H 4.10 4.70 0.84 0.08
H 3.21 3.01 3.42 0.09
H 4.80 3.77 3.25 0.09
H 4.67 2.01 3.48 0.08
C 4.47 0.20 7.60 -0.02
C 4.46 1.50 6.85 -0.50
O 3.47 1.90 6.27 0.06
C 5.74 2.30 6.85 -0.03
H 3.50 -0.28 7.53 0.06
H 5.23 -0.47 7.19 0.09
H 4.71 0.37 8.65 0.09
H 6.55 1.71 6.41 0.08
H 6.03 2.55 7.87 0.08
H 5.61 3.21 6.27 0.07
C 4.17 -6.33 4.32 -0.02
C 4.14 -5.19 3.33 -0.49
O 3.14 -4.92 2.71 0.06
C 5.42 -4.41 3.17 -0.02
H 3.19 -6.82 4.35 0.08
H 4.93 -7.06 4.03 0.09
H 4.43 -5.96 5.31 0.08
H 6.22 -5.07 2.84 0.09
H 5.71 -3.97 4.12 0.09
H 5.27 -3.62 2.44 0.08
C 2.19 -4.95 7.62 -0.02
C 2.23 -3.44 7.62 -0.50
O 3.26 -2.83 7.75 0.06
C 0.91 -2.73 7.45 -0.02
H 3.20 -5.34 7.75 0.08
H 1.55 -5.31 8.43 0.09
H 1.77 -5.31 6.68 0.08
H 0.22 -3.02 8.26 0.09
H 0.45 -3.02 6.51 0.09
H 1.06 -1.66 7.47 0.08
C -4.29 4.50 -2.05 -0.02
C -4.24 3.10 -1.50 -0.48
O -3.54 2.24 -1.99 0.05
C -5.10 2.83 -0.30 -0.02
H -3.62 4.58 -2.91 0.08
H -5.31 4.75 -2.35 0.09
H -3.98 5.21 -1.29 0.09
H -6.15 3.02 -0.54 0.07
H -4.83 3.50 0.52 0.09
H -4.98 1.80 0.02 0.09
C -8.74 3.16 1.27 -0.02
C -8.53 4.61 0.88 -0.50
O -7.42 5.09 0.80 0.06
C -9.77 5.42 0.62 -0.02
H -7.78 2.68 1.45 0.07
H -9.35 3.10 2.18 0.09
H -9.28 2.63 0.48 0.09
H -10.41 5.43 1.51 0.09
H -10.35 4.97 -0.19 0.09
H -9.50 6.43 0.36 0.08
```


Entry from the OMol25 dataset: 2 unconnected molecules or ions with the total composition C4H10O at a distorted geometry (ωB97M-V with the def2-TZVPD basis set).

molar mass	74.12	g mol⁻¹
charge	0
maximum force	3.9	eV Å⁻¹
HOMO energy	-8.7	eV
E_LUMO	0.0304	Eh
ΔE to the lowest compared entry with this formula, charge and spin	238.8	kJ/mol
SMILES	C=C(C)C.O

```
15
Properties=species:S:1:pos:R:3:lowdin_charge:R:1
C 0.77 -0.71 -1.12 0.01
C 0.39 0.33 -0.38 -0.42
C -0.03 1.68 -0.91 -0.07
C 0.20 0.22 1.12 -0.10
H 1.07 -1.70 -0.77 0.07
H 0.72 -0.54 -2.20 0.06
H 0.40 2.00 -1.87 0.08
H 0.08 2.51 -0.19 0.08
H -1.11 1.48 -1.04 0.09
H 0.90 0.87 1.66 0.09
H 0.34 -0.82 1.46 0.05
H -0.83 0.52 1.37 0.10
O -0.99 -1.69 0.64 -0.13
H -0.55 -1.53 1.51 0.02
H -1.35 -2.60 0.71 0.08
```


Entry from the OMol25 dataset: C6H4N4O2 in the gas phase at a distorted geometry (ωB97M-V with the def2-TZVPD basis set).

molar mass	164.12	g mol⁻¹
charge	0
maximum force	5.8	eV Å⁻¹
HOMO energy	-10.0	eV
E_LUMO	-0.0296	Eh
ΔE to the lowest compared entry with this formula, charge and spin	156.9	kJ/mol
SMILES	O=c1[nH]c2cncnc2nc1O

```
16
Properties=species:S:1:pos:R:3:lowdin_charge:R:1
C -0.97 1.32 0.97 -0.29
C 0.86 0.10 0.57 -0.23
C 2.79 -0.87 -0.09 -0.22
C 0.79 -1.37 -1.15 -0.10
C 0.15 -0.50 -0.47 -0.18
C -1.81 0.68 0.00 -0.39
H -2.60 2.19 1.19 0.09
H 3.96 -0.83 -0.10 0.15
H 0.23 -1.94 -1.95 0.15
H -1.83 -1.27 -0.91 0.24
N 0.25 1.15 1.30 0.23
N 2.18 -0.06 0.75 0.15
N 2.11 -1.45 -1.02 0.08
N -1.29 -0.35 -0.63 0.19
O -1.79 2.13 1.72 0.11
O -3.02 1.07 -0.18 0.04
```


Entry from the OMol25 dataset: C3H3N3S in the gas phase at a distorted geometry (ωB97M-V with the def2-TZVPD basis set).

molar mass	113.15	g mol⁻¹
charge	0
maximum force	7.7	eV Å⁻¹
HOMO energy	-8.2	eV
E_LUMO	-0.0657	Eh
ΔE to the lowest compared entry with this formula, charge and spin	357.3	kJ/mol
SMILES	S=Nc1c[nH]cn1

```
10
Properties=species:S:1:pos:R:3:lowdin_charge:R:1
C -0.63 0.66 0.18 -0.58
C -0.30 -0.15 -0.93 -0.02
C 0.92 -0.79 0.81 -0.18
H -0.75 -0.50 -1.93 0.14
H 1.33 -1.87 -0.94 0.24
H 1.64 -1.32 1.36 0.10
N -1.58 1.52 0.10 -0.34
N 0.62 -1.08 -0.47 0.00
N 0.30 0.35 1.14 0.11
S -1.55 3.18 0.67 0.53
```


- molar mass of number 7 (C6H4N4O2)?
  164.12 g mol⁻¹